Here is C48H48InN4O4P as an isolated structure from the OMol25 dataset. Energies are from ωB97M-V/def2-TZVPD.

Summary:
- Relative energy (zero: lowest compared OMol25 entry of this formula, charge and spin): 0.000 eV
- Maximum force: 0.40 eV/A
- Net charge: 0

Atoms and positions in Å:
In  0.418  0.542  -0.211
C  5.977  -2.666  5.937
O  5.603  -3.081  4.632
C  4.396  -3.681  4.503
C  4.001  -4.004  3.204
C  2.781  -4.603  2.977
C  1.932  -4.906  4.048
C  2.361  -4.643  5.335
C  3.576  -4.011  5.573
N  0.674  -5.597  3.918
N  -0.127  -5.350  2.998
C  0.089  -4.276  2.072
C  -0.034  -4.563  0.738
C  0.225  -3.608  -0.261
C  0.570  -2.314  0.067
O  0.894  -1.397  -0.827
C  0.546  -1.965  1.462
N  0.728  -0.644  1.759
C  0.751  -0.249  3.010
C  0.550  -1.143  4.072
C  0.315  -2.462  3.799
C  0.328  -2.929  2.464
H  6.909  -2.121  5.827
H  6.136  -3.521  6.598
H  5.221  -2.009  6.373
H  4.674  -3.774  2.384
H  2.487  -4.854  1.966
H  1.726  -4.934  6.164
H  3.880  -3.808  6.591
H  -0.293  -5.580  0.463
H  0.173  -3.878  -1.310
H  0.895  0.810  3.190
H  0.554  -0.777  5.090
H  0.106  -3.148  4.609
O  2.272  4.107  0.314
C  1.997  3.119  -0.328
O  1.981  1.889  0.151
C  1.675  3.256  -1.829
P  1.279  1.635  -2.579
C  2.866  0.763  -2.756
C  4.090  1.302  -2.373
C  5.247  0.538  -2.461
C  5.189  -0.766  -2.928
C  3.970  -1.313  -3.310
C  2.814  -0.556  -3.213
C  0.769  2.038  -4.280
C  -0.430  2.735  -4.449
C  -0.874  3.073  -5.719
C  -0.129  2.706  -6.833
C  1.059  2.009  -6.672
C  1.510  1.673  -5.401
H  2.501  3.751  -2.339
H  0.807  3.907  -1.922
H  4.155  2.318  -2.002
H  6.196  0.966  -2.159
H  6.091  -1.362  -2.986
H  3.917  -2.335  -3.664
H  1.858  -0.992  -3.482
H  -1.018  3.019  -3.582
H  -1.802  3.619  -5.838
H  -0.477  2.964  -7.826
H  1.642  1.725  -7.540
H  2.442  1.135  -5.284
C  -4.575  4.381  2.310
C  -3.209  3.774  2.096
C  -2.106  4.261  2.780
C  -0.856  3.686  2.566
C  0.381  4.206  3.257
C  -0.747  2.629  1.679
C  -1.831  2.107  0.936
C  -3.074  2.723  1.193
N  -1.597  1.079  0.012
C  -2.658  0.481  -0.827
C  -2.013  -0.603  -1.706
C  -3.029  -1.285  -2.631
C  -3.671  -0.240  -3.548
C  -4.350  0.825  -2.684
C  -5.424  0.168  -1.806
C  -4.784  -0.901  -0.909
C  -4.108  -1.961  -1.782
C  -3.740  -0.249  0.007
C  -3.303  1.502  -1.792
H  -4.540  5.179  3.053
H  -5.288  3.628  2.655
H  -4.967  4.801  1.380
H  -2.211  5.092  3.470
H  0.144  5.054  3.900
H  1.124  4.519  2.520
H  0.842  3.432  3.878
H  0.254  2.228  1.544
H  -3.966  2.406  0.687
H  -1.559  -1.360  -1.056
H  -1.220  -0.155  -2.315
H  -2.507  -2.034  -3.231
H  -4.403  -0.715  -4.210
H  -2.904  0.222  -4.180
H  -4.813  1.579  -3.327
H  -6.190  -0.291  -2.440
H  -5.923  0.926  -1.191
H  -5.553  -1.371  -0.293
H  -4.847  -2.451  -2.425
H  -3.655  -2.732  -1.150
H  -3.241  -1.007  0.621
H  -4.238  0.430  0.690
H  -3.764  2.323  -1.251
H  -2.504  1.934  -2.406

Löwdin atomic charge list, values in e, 4 entries: atom 1 (In): 0.85, atom 2 (C): -0.08, atom 3 (O): -0.07, atom 4 (C): -0.29